Record 1
{
  "formula": "C35H56N4Si4TaTe",
  "method": "ωB97M-V/def2-TZVPD",
  "symbols": ["Ta", "C", "Si", "C", "C", "N", "C", "C", "C", "C", "C", "C", "N", "Si", "C", "C", "C", "H", "H", "H", "H", "H", "H", "H", "H", "H", "H", "H", "H", "H", "H", "H", "H", "H", "H", "H", "H", "H", "H", "C", "Si", "C", "C", "C", "Si", "C", "C", "C", "H", "H", "H", "H", "H", "H", "H", "H", "H", "H", "H", "H", "H", "H", "H", "H", "H", "H", "H", "C", "Te", "C", "H", "H", "H", "H", "H", "H", "N", "C", "C", "C", "C", "C", "C", "C", "H", "H", "H", "H", "H", "N", "C", "C", "C", "C", "C", "C", "C", "H", "H", "H", "H"],
  "coordinates": [[0.241, -0.517, 0.364], [0.090, -0.324, 4.266], [1.792, -0.601, 3.514], [2.791, 0.853, 4.134], [2.488, -2.204, 4.204], [1.762, -0.688, 1.712], [3.043, -0.671, 1.109], [4.254, -0.830, 1.784], [5.462, -0.676, 1.127], [5.475, -0.348, -0.218], [4.282, -0.234, -0.909], [3.059, -0.439, -0.271], [1.777, -0.409, -0.906], [1.889, -0.422, -2.734], [2.988, -1.848, -3.243], [2.533, 1.266, -3.241], [0.341, -0.746, -3.755], [0.127, -0.704, 5.291], [-0.756, -0.798, 3.776], [-0.122, 0.745, 4.340], [3.066, 0.652, 5.174], [2.186, 1.762, 4.132], [3.706, 1.056, 3.584], [2.076, -2.387, 5.200], [3.571, -2.169, 4.317], [2.270, -3.074, 3.580], [4.273, -1.067, 2.834], [6.388, -0.796, 1.674], [6.410, -0.192, -0.738], [4.327, 0.027, -1.952], [3.964, -1.935, -2.777], [3.130, -1.774, -4.325], [2.448, -2.782, -3.066], [3.616, 1.369, -3.204], [2.118, 2.043, -2.591], [2.225, 1.476, -4.269], [-0.527, -1.153, -3.251], [0.636, -1.472, -4.516], [0.036, 0.159, -4.284], [-3.573, 1.778, 0.145], [-2.586, 1.095, 1.579], [-3.191, -0.665, 1.857], [-3.076, 2.051, 3.107], [-0.705, 1.127, 1.335], [0.139, 2.836, 1.175], [-0.217, 3.889, 2.681], [-0.364, 3.831, -0.328], [1.992, 2.628, 1.036], [-4.628, 1.730, 0.428], [-3.458, 1.203, -0.773], [-3.336, 2.824, -0.064], [-4.282, -0.663, 1.919], [-2.813, -1.070, 2.798], [-2.917, -1.355, 1.057], [-4.115, 1.813, 3.348], [-3.012, 3.129, 2.968], [-2.467, 1.787, 3.975], [-0.361, 0.843, 2.346], [-1.217, 4.320, 2.666], [0.494, 4.719, 2.699], [-0.106, 3.339, 3.618], [-1.441, 3.919, -0.484], [0.093, 3.451, -1.241], [0.026, 4.841, -0.176], [2.427, 2.053, 1.850], [2.463, 3.615, 1.039], [2.279, 2.136, 0.102], [-2.090, -4.129, 1.113], [-0.283, -3.208, 1.720], [-0.871, -3.421, 3.755], [-2.937, -3.552, 1.474], [-2.088, -5.120, 1.559], [-2.109, -4.210, 0.032], [-1.012, -4.489, 3.901], [-1.803, -2.888, 3.924], [-0.094, -3.058, 4.415], [-0.709, 0.690, -1.298], [-1.192, 1.301, -2.141], [-1.812, 2.018, -3.217], [-3.135, 1.754, -3.569], [-3.696, 2.447, -4.627], [-2.947, 3.385, -5.323], [-1.628, 3.640, -4.970], [-1.051, 2.957, -3.915], [-3.712, 1.019, -3.027], [-4.721, 2.251, -4.910], [-3.393, 3.921, -6.150], [-1.048, 4.371, -5.517], [-0.026, 3.144, -3.630], [-3.029, -5.613, -4.281], [-2.544, -4.851, -3.572], [-1.938, -3.897, -2.681], [-2.684, -2.821, -2.201], [-2.092, -1.906, -1.348], [-0.752, -2.016, -0.945], [-0.036, -3.115, -1.441], [-0.609, -4.046, -2.295], [-3.717, -2.710, -2.503], [-2.700, -1.073, -1.011], [1.008, -3.247, -1.174], [-0.031, -4.880, -2.673]],
  "homo_lumo_gap_ev": 6.69,
  "charge": 1,
  "energy_ev": -83519.3368
}

=====

Record 2
{
  "formula": "C35H57BClN13O4S3Tl",
  "method": "ωB97M-V/def2-TZVPD",
  "symbols": ["Tl", "C", "C", "C", "C", "N", "C", "C", "N", "B", "N", "C", "C", "N", "C", "S", "C", "C", "C", "C", "N", "C", "C", "N", "C", "S", "C", "C", "C", "C", "C", "S", "H", "H", "H", "H", "H", "H", "H", "H", "H", "H", "H", "H", "H", "H", "H", "H", "H", "H", "H", "H", "H", "H", "H", "H", "H", "H", "H", "H", "H", "H", "H", "H", "H", "H", "Cl", "C", "C", "C", "C", "O", "C", "C", "O", "C", "H", "H", "H", "H", "N", "N", "C", "N", "N", "N", "O", "O", "H", "H", "H", "H", "H", "C", "C", "N", "C", "C", "C", "C", "N", "H", "H", "H", "H", "H", "H", "H", "H", "H", "H", "H", "H", "H", "H"],
  "coordinates": [[-0.021, -0.791, 0.674], [5.680, 4.170, 1.021], [4.398, 4.985, 0.813], [4.720, 6.410, 0.364], [3.671, 5.020, 2.155], [3.615, 4.317, -0.272], [4.282, 3.748, -1.348], [3.400, 3.030, -2.055], [2.159, 3.144, -1.456], [1.048, 2.079, -1.580], [1.464, 0.990, -2.591], [1.260, 1.072, -3.939], [1.531, -0.133, -4.477], [1.876, -0.986, -3.454], [1.835, -0.274, -2.290], [2.296, -0.771, -0.707], [2.169, -2.422, -3.785], [2.366, -3.328, -2.575], [3.445, -2.440, -4.628], [0.969, -2.945, -4.583], [-0.330, 2.604, -2.039], [-0.709, 3.883, -2.342], [-2.054, 3.914, -2.388], [-2.526, 2.639, -2.107], [-1.440, 1.833, -1.918], [-1.338, 0.117, -1.812], [-3.996, 2.439, -1.909], [-4.431, 3.418, -0.809], [-4.697, 2.753, -3.231], [-4.377, 1.029, -1.474], [2.293, 3.979, -0.374], [0.967, 4.616, 0.460], [6.168, 4.501, 1.936], [6.393, 4.289, 0.206], [5.445, 3.110, 1.125], [5.343, 6.895, 1.116], [3.804, 6.990, 0.246], [5.257, 6.409, -0.585], [4.343, 5.458, 2.894], [3.409, 4.012, 2.478], [2.773, 5.621, 2.111], [5.327, 3.909, -1.530], [3.546, 2.449, -2.949], [0.882, 1.584, -0.509], [0.940, 1.985, -4.411], [1.492, -0.439, -5.505], [3.236, -3.043, -1.995], [2.524, -4.341, -2.948], [1.496, -3.331, -1.921], [4.290, -2.082, -4.039], [3.352, -1.819, -5.519], [3.655, -3.461, -4.946], [0.040, -2.727, -4.055], [1.054, -4.025, -4.693], [0.918, -2.515, -5.583], [0.006, 4.673, -2.489], [-2.707, 4.736, -2.612], [-4.398, 4.452, -1.151], [-3.781, 3.321, 0.061], [-5.453, 3.195, -0.505], [-4.473, 3.761, -3.579], [-5.775, 2.672, -3.095], [-4.388, 2.043, -3.999], [-3.911, 0.756, -0.528], [-4.097, 0.297, -2.225], [-5.461, 1.000, -1.349], [1.194, -6.105, 6.177], [0.750, -4.769, 5.163], [0.269, -3.588, 5.753], [-0.061, -2.514, 4.975], [0.032, -2.549, 3.552], [-0.305, -1.499, 2.893], [0.488, -3.774, 2.976], [0.628, -3.972, 1.570], [0.309, -3.228, 0.639], [0.867, -4.851, 3.808], [0.176, -3.544, 6.831], [-0.402, -1.590, 5.426], [1.058, -4.953, 1.301], [1.257, -5.754, 3.353], [-0.848, 1.445, 1.708], [-0.384, 1.573, 3.017], [0.808, 1.074, 3.376], [1.208, 1.262, 4.636], [1.470, 0.409, 2.444], [2.560, -0.338, 2.765], [3.251, -0.052, 3.743], [2.795, -1.278, 2.030], [-0.495, 2.242, 1.144], [-1.862, 1.435, 1.715], [-0.795, 2.278, 3.608], [0.571, 1.586, 5.342], [2.083, 0.837, 4.907], [-2.647, -4.197, -1.152], [-3.888, -3.449, -0.663], [-3.906, -3.203, 0.779], [-4.700, -4.107, 1.610], [-3.934, -5.366, 2.015], [-3.116, -2.255, 1.315], [-3.198, -2.000, 2.793], [-2.346, -1.484, 0.601], [-2.629, -4.196, -2.243], [-2.656, -5.232, -0.814], [-1.728, -3.735, -0.790], [-4.779, -4.028, -0.900], [-3.982, -2.493, -1.185], [-5.589, -4.383, 1.044], [-5.034, -3.582, 2.502], [-3.724, -5.995, 1.151], [-4.531, -5.947, 2.718], [-2.988, -5.109, 2.492], [-4.206, -1.675, 3.055], [-2.485, -1.224, 3.044], [-2.951, -2.892, 3.369], [-2.374, -1.663, -0.395]],
  "homo_lumo_gap_ev": 5.63,
  "charge": 1,
  "energy_ev": -115175.5787
}

=====

Record 3
{
  "formula": "C35H58CrOP2",
  "method": "ωB97M-V/def2-TZVPD",
  "symbols": ["Cr", "C", "C", "C", "C", "C", "C", "H", "H", "H", "C", "H", "H", "H", "C", "H", "H", "H", "C", "H", "H", "H", "C", "H", "H", "H", "C", "C", "C", "C", "C", "C", "C", "C", "H", "H", "H", "H", "H", "H", "H", "H", "H", "H", "H", "H", "P", "C", "C", "P", "C", "C", "C", "H", "H", "H", "H", "H", "H", "H", "H", "H", "H", "H", "H", "H", "H", "C", "C", "C", "C", "C", "C", "C", "C", "C", "C", "C", "C", "O", "H", "H", "H", "H", "H", "H", "H", "H", "H", "H", "H", "H", "H", "H", "H", "H", "H"],
  "coordinates": [[0.643, 0.706, 0.014], [1.310, 0.074, 1.958], [1.131, 1.503, 1.898], [-0.917, 0.491, 1.435], [0.056, -0.547, 1.679], [-0.257, 1.764, 1.595], [2.530, -0.622, 2.452], [3.442, -0.134, 2.085], [2.553, -1.669, 2.129], [2.577, -0.620, 3.552], [-0.263, -1.984, 1.879], [0.634, -2.610, 1.834], [-0.966, -2.333, 1.109], [-0.744, -2.160, 2.855], [-2.375, 0.267, 1.235], [-2.895, 0.134, 2.194], [-2.542, -0.642, 0.645], [-2.841, 1.113, 0.719], [-0.908, 3.103, 1.554], [-1.211, 3.435, 2.554], [-1.803, 3.078, 0.927], [-0.220, 3.850, 1.149], [2.172, 2.521, 2.208], [2.116, 2.850, 3.254], [2.055, 3.408, 1.573], [3.175, 2.115, 2.040], [1.382, -1.006, -1.663], [2.525, -0.422, -1.144], [3.144, 0.859, -1.602], [2.237, 1.967, -2.216], [0.901, 2.321, -1.641], [-0.305, 1.681, -1.948], [-0.490, 0.457, -2.786], [0.676, -0.564, -2.910], [3.908, 0.654, -2.376], [2.091, 1.690, -3.284], [3.699, 1.284, -0.749], [1.391, -0.200, -3.670], [1.023, -1.939, -1.197], [3.081, -0.957, -0.360], [0.225, -1.474, -3.348], [-1.377, -0.070, -2.392], [-1.240, 2.144, -1.591], [-0.751, 0.732, -3.825], [2.851, 2.884, -2.232], [0.845, 3.277, -1.091], [2.464, 1.654, -5.373], [2.762, 0.210, -6.452], [3.985, 2.612, -5.726], [0.455, 3.914, -5.550], [1.287, 2.532, -6.472], [1.529, 5.299, -6.149], [-0.782, 4.199, -6.894], [1.808, -0.295, -6.645], [3.449, -0.475, -5.943], [3.202, 0.555, -7.396], [4.188, 2.576, -6.803], [4.816, 2.137, -5.192], [3.906, 3.653, -5.398], [-0.285, 4.463, -7.833], [-1.439, 5.020, -6.597], [-1.382, 3.301, -7.051], [0.525, 1.815, -6.821], [1.842, 2.926, -7.341], [1.024, 6.235, -5.889], [1.640, 5.263, -7.238], [2.514, 5.299, -5.681], [-1.408, -3.648, -2.513], [-2.758, -4.324, -2.753], [-2.536, -5.796, -3.098], [-3.801, -4.171, -1.649], [-5.071, -4.683, -1.861], [-6.058, -4.625, -0.878], [-5.772, -4.090, 0.377], [-4.534, -3.560, 0.665], [-4.187, -3.049, 2.064], [-5.294, -2.204, 2.688], [-3.807, -4.214, 2.987], [-3.537, -3.470, -0.401], [-2.500, -2.765, -0.248], [-0.883, -4.114, -1.670], [-1.530, -2.580, -2.310], [-0.784, -3.754, -3.414], [-3.191, -3.843, -3.643], [-2.096, -6.309, -2.231], [-3.464, -6.311, -3.364], [-1.843, -5.895, -3.940], [-5.285, -5.156, -2.823], [-7.050, -5.046, -1.075], [-6.527, -4.103, 1.172], [-3.299, -2.422, 1.937], [-6.192, -2.806, 2.872], [-4.964, -1.782, 3.646], [-5.553, -1.373, 2.023], [-2.982, -4.791, 2.548], [-3.485, -3.846, 3.971], [-4.664, -4.889, 3.134]],
  "s_squared": 3.845,
  "homo_lumo_gap_ev": [6.58, 3.57],
  "charge": 1,
  "spin_multiplicity": 4,
  "energy_ev": -86272.4156
}

=====

Record 4
{
  "formula": "C35H58HfOP2",
  "method": "ωB97M-V/def2-TZVPD",
  "symbols": ["Hf", "C", "C", "C", "C", "C", "C", "H", "H", "H", "C", "H", "H", "H", "C", "H", "H", "H", "C", "H", "H", "H", "C", "H", "H", "H", "C", "C", "C", "C", "C", "C", "C", "C", "H", "H", "H", "H", "H", "H", "H", "H", "H", "H", "H", "H", "P", "C", "C", "P", "C", "C", "C", "H", "H", "H", "H", "H", "H", "H", "H", "H", "H", "H", "H", "H", "H", "C", "C", "C", "C", "C", "C", "C", "C", "C", "C", "C", "C", "O", "H", "H", "H", "H", "H", "H", "H", "H", "H", "H", "H", "H", "H", "H", "H", "H", "H"],
  "coordinates": [[0.134, 0.799, 1.115], [0.010, 2.998, 1.845], [-0.837, 2.211, 2.737], [1.367, 1.346, 2.888], [1.375, 2.465, 1.919], [-0.003, 1.208, 3.396], [-0.413, 4.176, 1.046], [-1.480, 4.134, 0.817], [0.144, 4.252, 0.107], [-0.226, 5.087, 1.627], [2.551, 2.937, 1.175], [2.280, 3.582, 0.339], [3.113, 2.092, 0.757], [3.216, 3.487, 1.843], [2.535, 0.529, 3.258], [3.103, 1.030, 4.047], [3.196, 0.390, 2.395], [2.251, -0.468, 3.606], [-0.443, 0.253, 4.444], [-0.242, 0.687, 5.430], [0.091, -0.701, 4.377], [-1.516, 0.056, 4.374], [-2.266, 2.493, 3.050], [-2.325, 3.142, 3.933], [-2.823, 1.576, 3.270], [-2.764, 3.007, 2.222], [-4.520, -0.915, -4.250], [-5.219, 0.055, -3.647], [-6.540, -0.006, -2.942], [-7.027, -1.403, -2.483], [-6.078, -2.079, -1.541], [-4.994, -2.814, -1.822], [-4.415, -3.205, -3.148], [-4.851, -2.372, -4.378], [-7.322, 0.453, -3.571], [-7.253, -2.023, -3.358], [-6.469, 0.642, -2.051], [-5.914, -2.538, -4.583], [-3.559, -0.622, -4.703], [-4.790, 1.066, -3.683], [-4.306, -2.778, -5.253], [-3.316, -3.140, -3.060], [-4.443, -3.225, -0.965], [-4.626, -4.269, -3.349], [-7.992, -1.253, -1.961], [-6.304, -1.923, -0.473], [-1.259, 0.957, -0.890], [-0.437, 1.384, -2.377], [-2.840, 1.729, -0.899], [-1.278, -1.195, 0.978], [-1.560, -0.895, -0.855], [-2.865, -1.299, 1.728], [-0.470, -2.737, 1.194], [0.612, 1.050, -2.367], [-0.444, 2.483, -2.473], [-0.968, 0.944, -3.230], [-3.454, 1.280, -1.690], [-2.701, 2.800, -1.117], [-3.368, 1.649, 0.064], [-1.043, -3.523, 0.687], [-0.426, -2.959, 2.273], [0.561, -2.709, 0.810], [-0.756, -1.389, -1.418], [-2.542, -1.218, -1.236], [-2.737, -1.673, 2.756], [-3.482, -2.009, 1.163], [-3.382, -0.329, 1.785], [3.127, -3.557, -1.169], [2.986, -2.137, -1.734], [1.548, -1.708, -1.818], [3.896, -1.151, -0.953], [5.190, -1.428, -1.394], [6.299, -0.794, -0.905], [6.100, 0.138, 0.097], [4.857, 0.495, 0.634], [5.240, 1.531, 1.803], [6.074, 0.875, 2.916], [5.914, 2.818, 1.279], [3.533, -0.149, 0.069], [2.297, 0.075, 0.374], [2.802, -3.580, -0.119], [4.161, -3.893, -1.219], [2.515, -4.252, -1.749], [3.306, -2.144, -2.786], [1.191, -1.598, -0.788], [1.519, -0.755, -2.348], [0.982, -2.457, -2.366], [5.414, -2.176, -2.169], [7.301, -1.024, -1.275], [7.061, 0.565, 0.443], [4.379, 1.913, 2.364], [7.056, 0.541, 2.578], [6.232, 1.598, 3.728], [5.535, 0.018, 3.336], [5.279, 3.324, 0.544], [6.067, 3.512, 2.118], [6.892, 2.638, 0.826]],
  "homo_lumo_gap_ev": [4.75, 4.75],
  "charge": 2,
  "energy_ev": -59150.6742
}